1.
# C18H20AlClN5O4PS2

C18H20AlClN5O4PS2 as an isolated structure (ωB97M-V with the def2-TZVPD basis set, OMol25).

XYZ file:
```
52
Properties=species:S:1:pos:R:3:forces:R:3:lowdin_charge:R:1
Al 0.063512 0.392282 0.281760 -0.149 -0.051 0.099 -0.23
Cl -1.392897 4.097262 6.112320 0.016 -0.026 -0.048 0.59
C -0.776799 3.392341 4.624615 -0.020 -0.005 0.034 -0.69
C 0.156773 4.100653 3.880540 0.016 0.017 -0.022 -0.14
C 0.638226 3.522888 2.704779 0.007 0.016 0.034 -0.03
C 0.213934 2.279645 2.267178 -0.061 -0.056 0.009 -0.29
O 0.724228 1.780143 1.133763 0.117 0.033 -0.069 -0.06
C -0.763967 1.554761 3.033194 -0.003 -0.073 -0.021 -0.15
C -1.257710 0.287580 2.664373 0.050 0.145 -0.068 -0.15
O -0.942034 -0.378554 1.567699 0.084 -0.106 0.107 -0.16
C -1.231067 2.158561 4.229900 -0.034 -0.017 0.022 -0.09
H 0.499427 5.071631 4.208338 0.002 -0.002 0.004 0.09
H 1.376566 4.040385 2.103905 -0.004 -0.012 -0.002 0.11
H -1.954533 -0.213106 3.332888 -0.031 0.017 0.014 0.11
H -1.959839 1.630853 4.833262 0.006 0.018 -0.003 0.10
C 2.995499 -4.729861 1.235987 -0.019 -0.010 0.027 -0.09
C 3.767074 -3.741677 0.391137 0.018 0.058 0.002 -0.32
O 3.074542 -3.524141 -0.845315 -0.069 -0.072 -0.013 -0.36
P 2.436065 -2.106970 -1.230174 0.011 -0.005 0.066 -0.12
S 1.538296 -2.248429 -2.932417 -0.015 0.064 0.003 0.23
S 1.385102 -1.556332 0.438720 -0.139 0.022 0.019 0.54
O 3.790813 -1.238142 -1.219324 0.136 0.054 -0.145 -0.34
C 3.801707 0.192493 -1.299712 -0.035 -0.001 0.064 -0.29
C 3.816735 0.684416 -2.731200 0.026 -0.058 -0.014 -0.09
H 3.512494 -4.898436 2.183684 0.002 -0.011 -0.021 0.07
H 2.893219 -5.683459 0.716463 -0.001 0.009 -0.002 0.07
H 2.001311 -4.336449 1.446070 0.011 -0.006 0.015 0.06
H 4.752148 -4.127654 0.124837 0.030 0.001 0.014 0.11
H 3.901855 -2.798125 0.922130 -0.014 0.005 -0.019 0.09
H 4.709277 0.497858 -0.778584 0.022 -0.002 0.017 0.12
H 2.951539 0.593531 -0.744573 0.004 0.029 -0.003 0.07
H 4.628229 0.207190 -3.283375 0.011 0.037 0.011 0.08
H 3.969500 1.765613 -2.743158 -0.020 0.004 -0.004 0.08
H 2.883693 0.453342 -3.240297 -0.018 -0.016 -0.003 0.03
N -4.595695 2.906095 -2.900351 0.050 -0.018 0.079 0.12
C -3.682552 2.398956 -2.002337 -0.094 0.032 -0.191 -0.32
C -3.726938 1.067269 -1.586414 0.005 -0.052 0.041 0.00
C -2.749518 0.599737 -0.735923 -0.022 0.100 0.050 -0.08
N -1.754391 1.365197 -0.276820 0.040 -0.175 -0.158 0.04
C -1.750185 2.658810 -0.623154 0.064 -0.018 0.077 -0.09
C -2.685230 3.214103 -1.459617 0.022 0.051 -0.018 -0.01
H -5.082108 2.215781 -3.449817 0.030 0.000 -0.002 0.09
H -4.246684 3.663770 -3.468384 0.036 -0.019 -0.007 0.09
H -4.486452 0.393246 -1.961502 0.006 0.010 0.012 0.11
H -2.732834 -0.436406 -0.418174 0.012 0.006 -0.001 0.13
H -0.931693 3.246336 -0.222958 0.008 -0.024 -0.021 0.13
H -2.616129 4.256784 -1.738764 0.000 -0.004 0.012 0.12
N 0.499432 0.751155 -1.540201 -0.100 0.163 -0.101 0.19
C 0.293508 1.228108 -2.589364 -0.208 0.107 0.145 -0.27
N 0.182811 1.725534 -3.741543 0.370 -0.134 -0.387 0.11
C -0.791984 2.403147 -4.292140 -0.088 0.008 0.323 -0.40
N -1.602797 3.024326 -4.842008 -0.068 -0.033 0.040 0.08
```
Forces are in eV/Å.

Output
maximum force = 0.552 eV/Å
E = -3113.3790 hartree
E_LUMO (spin up / spin down) = 2.654 / 2.649 eV
multiplicity = 2
highest occupied orbital energy (spin up / spin down) = -3.21 / -5.47 eV
HOMO-LUMO gap (spin up / spin down) = 5.86 / 8.12 eV
charge = -1
energy above the lowest of the compared OMol25 structures with the same formula, charge and spin = 0.364 eV


2.
# C18H20AuN3O2S

C18H20AuN3O2S as an isolated structure at a distorted geometry (ωB97M-V with the def2-TZVPD basis set, OMol25).

XYZ file:
```
45
Properties=species:S:1:pos:R:3:forces:R:3:lowdin_charge:R:1
Au 0.313642 -0.169688 -0.173347 0.506 0.375 0.941 1.33
C 2.755558 -0.049932 3.338569 -0.140 -0.179 0.043 0.03
C 1.924247 -0.395877 2.146453 0.115 0.415 0.006 -0.18
N 1.510730 0.538736 1.349446 -0.412 -1.053 -0.865 -0.03
N 1.580915 1.807901 1.338472 0.159 1.520 -0.104 0.14
C 0.970812 2.473652 0.331637 0.712 -1.239 1.286 -0.33
O 0.300205 1.787883 -0.533509 -0.610 0.492 -0.919 -0.15
C 1.063692 3.903627 0.259033 -0.214 0.015 -0.236 -0.17
C 0.412608 4.563152 -0.788789 -0.012 0.096 -0.086 0.00
C 0.489513 5.938956 -0.874536 -0.094 -0.105 -0.102 -0.04
C 1.210552 6.646865 0.076153 0.071 0.174 0.049 -0.02
C 1.856179 5.993751 1.120006 0.006 -0.048 0.039 -0.04
C 1.783815 4.619141 1.217205 0.185 0.141 0.185 0.00
C 1.533333 -1.765159 1.795142 0.059 0.288 -0.171 -0.19
C 1.858191 -2.856227 2.557169 0.061 -0.372 0.125 0.05
C 1.450088 -4.123535 2.135788 0.094 0.069 0.164 0.03
C 0.739032 -4.257992 0.962171 -0.066 -0.093 -0.155 0.01
C 0.431734 -3.122651 0.229610 0.137 0.124 0.197 -0.05
N 0.821728 -1.915480 0.643549 -0.312 -0.683 -0.158 -0.06
H 2.984477 1.009002 3.365609 -0.032 0.049 -0.044 0.09
H 3.687131 -0.618232 3.314496 -0.020 -0.007 0.002 0.11
H 2.203079 -0.320894 4.241887 0.068 0.022 0.027 0.12
H -0.129651 3.993034 -1.530509 -0.007 0.011 0.016 0.12
H -0.007832 6.461231 -1.680303 0.023 -0.009 0.003 0.12
H 1.277304 7.724509 -0.000492 -0.012 -0.009 0.020 0.12
H 2.411879 6.559755 1.854103 0.009 0.003 -0.007 0.12
H 2.289037 4.102476 2.024515 -0.065 0.005 -0.059 0.12
H 2.425865 -2.732917 3.469146 -0.023 -0.008 -0.016 0.14
H 1.695363 -4.994071 2.730171 0.008 0.018 -0.013 0.14
H 0.416632 -5.223557 0.597650 0.017 0.015 0.030 0.14
H -0.122337 -3.175225 -0.697905 -0.036 0.039 0.008 0.14
O -1.630641 0.001022 1.157625 -0.972 0.105 -0.292 -0.66
S -3.155502 0.131111 0.831375 0.795 -0.255 -0.287 1.01
C -3.981234 0.309564 2.404644 -0.140 -0.062 0.387 -0.32
C -5.004618 1.424982 2.207594 0.060 -0.016 -0.040 -0.22
C -4.252668 2.538494 1.477486 0.056 -0.127 -0.024 -0.21
C -3.467943 1.852570 0.351424 0.125 0.261 -0.036 -0.30
H -3.189146 0.588871 3.104587 -0.077 -0.010 0.038 0.11
H -4.402852 -0.655756 2.678358 0.001 0.045 0.079 0.10
H -5.409678 1.754007 3.162529 0.026 -0.030 0.034 0.13
H -5.844180 1.065089 1.607772 0.022 0.021 0.002 0.13
H -3.563976 3.038372 2.159903 -0.008 -0.035 0.023 0.12
H -4.928891 3.294081 1.083521 0.019 -0.002 -0.052 0.12
H -2.478322 2.274994 0.168260 -0.061 0.056 -0.061 0.08
H -4.016828 1.819933 -0.589127 -0.022 -0.014 0.020 0.10
```
Forces are in eV/Å.

Output
maximum force = 1.923 eV/Å
E = -1545.8426 hartree
E_LUMO (spin up / spin down) = -9.523 / -9.525 eV
multiplicity = 1
highest occupied orbital energy (spin up / spin down) = -14.75 / -14.75 eV
HOMO-LUMO gap (spin up / spin down) = 5.22 / 5.22 eV
charge = +2
energy above the lowest of the compared OMol25 structures with the same formula, charge and spin = 0.047 eV


3.
# C18H20BF16N3O6PS

A 3-piece molecular cluster, C18H20BF16N3O6PS overall at a distorted geometry (ωB97M-V with the def2-TZVPD basis set, OMol25).

XYZ file:
```
66
Properties=species:S:1:pos:R:3:forces:R:3:lowdin_charge:R:1
C -3.713667 -1.238980 -3.763554 5.368 2.414 0.222 0.00
C -2.482759 -0.762050 -3.869954 -7.174 -2.651 0.608 0.01
B -0.963165 -0.109472 -3.758201 -0.489 -0.082 -1.562 -0.76
O -0.951735 1.348023 -4.090260 1.240 1.344 -1.225 -0.03
C 0.054951 1.769122 -5.070035 -0.230 0.062 3.561 -0.36
C 0.779129 3.136093 -4.532173 0.021 0.231 0.207 -0.17
N 1.049712 4.144049 -5.598562 0.036 -0.279 0.717 -0.04
N -0.585202 2.240926 -6.345171 -2.826 -6.251 -2.766 0.10
C -1.113041 1.269578 -7.037705 2.737 1.725 -0.523 -0.56
S -1.381046 0.110651 -8.236812 0.099 2.987 3.127 0.59
C 0.949083 0.416507 -5.058582 0.509 -2.181 0.762 -0.35
C 1.950965 0.150376 -6.321252 -0.926 -2.234 -1.097 -0.12
C 1.922558 -1.103958 -7.071533 0.216 1.922 1.320 -0.04
P 2.193368 0.156171 -3.596105 3.422 1.854 -0.714 0.76
N 3.611595 0.705942 -4.170933 -1.187 -1.613 0.758 -0.22
O 2.446133 -1.526476 -3.253932 -1.226 1.850 -0.774 -0.22
O 1.825909 1.086613 -2.202476 -0.110 -3.438 -0.671 -0.21
O -0.006524 -0.659687 -4.770582 1.510 1.200 -1.783 -0.10
H -4.784599 -1.552111 -3.461371 2.579 0.664 -0.891 0.01
H -0.596059 -0.430366 -2.679442 0.219 0.350 0.545 0.08
H 1.773223 2.941954 -3.989727 -1.566 -0.047 -0.844 0.10
H 0.058538 3.615632 -3.767857 1.089 -0.950 -1.259 0.14
H 1.551011 3.753987 -6.408450 -0.679 0.315 0.603 0.06
H 0.217226 4.686721 -5.863886 0.669 -0.860 -0.059 0.06
H 2.716913 0.946842 -6.662905 -2.464 -0.512 0.138 0.11
H 1.604484 -1.097060 -8.173605 1.982 0.153 1.311 0.04
H 2.229918 -2.105327 -6.596983 -2.056 1.314 -0.411 0.05
H 4.297454 -0.083641 -4.186343 -0.642 1.065 0.160 -0.02
H 2.511256 -1.973172 -4.138997 -0.332 0.635 1.052 0.07
H 1.455568 0.450071 -1.522591 0.168 1.228 -1.064 0.04
C 1.057704 -2.578245 0.351598 0.367 -0.512 -0.728 -0.03
C 0.195960 -1.302689 0.447734 -0.692 -0.948 -0.042 -0.42
C 0.646364 -0.268229 1.481759 0.043 0.869 -0.015 -0.29
F 0.662158 -0.755313 2.740601 -0.055 0.058 0.021 0.08
F -0.201819 0.790723 1.496114 -0.084 -0.153 -0.210 0.09
F -1.097504 -1.659624 0.638820 0.317 0.275 0.187 0.14
F 0.236945 -0.703110 -0.779702 0.401 -0.036 0.854 0.06
O 0.605020 -3.734332 1.074418 -0.009 0.779 1.561 0.04
C 0.936464 -3.797519 2.448577 0.915 0.037 -1.981 -0.50
C -0.289967 -3.695586 3.359780 -0.867 -0.019 0.408 -0.27
F -1.008308 -2.577671 3.122962 0.246 -0.304 -0.144 0.09
F 0.076603 -3.652379 4.668207 0.375 -0.082 -0.172 0.09
F 1.876837 -2.870337 2.723419 -0.177 -0.325 0.545 0.13
F 1.534482 -4.999917 2.633594 -0.491 0.118 0.290 0.14
H 1.016000 -2.892416 -0.695561 -0.245 0.112 0.134 0.15
H 2.117881 -2.377319 0.534670 -0.245 0.129 0.193 0.15
H 1.645641 0.110647 1.249433 0.028 -0.115 -0.133 0.18
H -0.954017 -4.552984 3.223495 0.219 -0.074 -0.168 0.18
C -0.815269 -0.074351 6.075086 0.693 -0.584 0.040 -0.04
C -2.304434 -0.068694 5.674973 0.114 -0.249 0.862 -0.43
C -2.745117 1.074995 4.759579 -0.483 0.248 -0.766 -0.29
F -2.541269 2.291332 5.304890 -0.047 -0.129 0.025 0.09
F -4.074611 0.991853 4.502654 0.043 -0.323 0.154 0.09
F -3.062830 -0.121675 6.800305 -0.015 0.200 -0.216 0.12
F -2.541867 -1.238901 5.014280 0.113 0.394 -0.224 0.10
O -0.471160 0.503248 7.345028 -0.688 1.464 -0.314 0.03
C -0.317749 1.910578 7.388227 0.854 -1.648 -1.022 -0.50
C -1.394089 2.600467 8.232409 -0.660 0.383 0.574 -0.28
F -2.642409 2.300590 7.813340 0.345 -0.130 0.073 0.09
F -1.275258 3.951518 8.162528 0.376 -0.209 -0.162 0.09
F -0.245846 2.389148 6.130442 0.019 0.421 0.501 0.13
F 0.898819 2.135890 7.942148 -0.476 0.175 0.289 0.14
H -0.536056 -1.126495 6.183535 -0.238 0.113 0.106 0.14
H -0.169666 0.298634 5.274057 -0.310 0.154 0.072 0.14
H -2.218914 1.036859 3.801635 0.123 -0.173 0.060 0.17
H -1.316352 2.307747 9.282742 0.230 -0.133 -0.101 0.17
```
Forces are in eV/Å.

Output
maximum force = 7.672 eV/Å
E = -3675.7050 hartree
E_LUMO = 2.026 eV
multiplicity = 1
highest occupied orbital energy = -5.10 eV
HOMO-LUMO gap = 7.12 eV
charge = -1


4.
# C18H20BeN3O2S2Te

C18H20BeN3O2S2Te as an isolated structure at a distorted geometry (ωB97M-V with the def2-TZVPD basis set, OMol25).

XYZ file:
```
47
Properties=species:S:1:pos:R:3:forces:R:3:lowdin_charge:R:1
Be -0.411623 -0.155344 0.387919 -0.277 0.337 -0.224 -0.36
C 3.262305 2.667724 -1.533946 0.369 -0.352 -0.621 -0.02
N 2.377727 2.949098 -0.437716 -0.736 -0.198 0.566 -0.12
C 2.499837 3.994999 0.433577 -0.315 0.400 0.632 -0.01
C 1.531167 3.878666 1.362886 0.514 0.409 -0.114 -0.01
N 0.787513 2.741911 1.060809 0.753 0.098 -0.780 0.03
C 1.332429 2.182627 -0.064733 -0.011 -0.087 -0.127 -0.62
S 0.845900 0.855010 -0.973294 -0.401 -0.724 -0.100 0.84
C -0.273968 2.276109 1.841912 -0.737 -0.315 0.562 -0.20
C -0.892951 3.147932 2.740110 0.202 -0.094 -0.253 0.03
C -1.815535 2.656669 3.641729 0.074 -0.365 -0.238 0.00
C -2.103029 1.297830 3.620097 0.067 0.165 -0.008 0.00
C -1.519575 0.525062 2.642142 -0.265 0.053 0.243 -0.16
N -0.638061 0.989611 1.747057 0.316 0.326 -0.057 0.01
H 3.973381 3.482888 -1.637247 -0.080 0.025 0.029 0.10
H 2.700431 2.548039 -2.459522 0.000 0.078 0.035 0.10
H 3.807515 1.741221 -1.347197 -0.037 0.036 0.014 0.10
H 3.259193 4.741927 0.316689 0.119 0.088 0.055 0.14
H 1.352943 4.489874 2.221639 -0.078 0.037 0.122 0.12
H -0.664440 4.198884 2.717730 0.058 0.103 0.017 0.12
H -2.302664 3.318470 4.339540 -0.020 0.074 0.081 0.13
H -2.787246 0.854914 4.323987 -0.085 -0.070 0.021 0.13
H -1.778026 -0.516719 2.539266 -0.094 -0.075 0.055 0.06
O -5.679540 -0.004672 -5.737545 -0.285 0.213 -0.276 0.12
C -4.883653 -1.039928 -5.420902 0.173 -0.216 0.073 -0.49
O -4.756039 -1.967964 -6.168881 -0.079 0.149 0.032 0.13
C -4.180426 -0.958912 -4.105998 0.179 0.075 0.173 -0.13
C -3.694707 -2.138050 -3.545120 -0.174 0.117 -0.219 0.00
C -3.060673 -2.121045 -2.321052 -0.034 0.112 -0.016 -0.09
C -2.898745 -0.916074 -1.647091 0.321 0.127 0.260 -0.61
S -2.294379 -0.921251 0.017512 0.170 0.309 0.174 0.71
C -3.325233 0.272717 -2.222064 0.010 -0.023 -0.004 -0.11
C -3.965517 0.248017 -3.444601 -0.063 -0.100 -0.157 -0.02
H -5.793683 0.619984 -5.009821 0.102 -0.211 -0.021 0.10
H -3.844767 -3.061828 -4.081270 -0.005 -0.092 -0.075 0.13
H -2.708302 -3.039162 -1.876651 0.005 -0.069 0.064 0.10
H -3.173989 1.206183 -1.698231 -0.021 0.008 0.020 0.10
H -4.279600 1.187912 -3.877780 -0.021 0.071 -0.058 0.11
C -0.591596 -3.673940 0.654885 0.105 -0.139 0.285 -0.41
Te 0.599960 -2.131202 1.569137 0.320 -0.888 -0.524 1.33
C 2.376693 -2.720155 0.494033 -0.246 0.134 0.170 -0.38
H -0.477912 -4.605470 1.201460 0.211 0.015 0.063 0.01
H -0.274680 -3.799802 -0.376574 0.090 0.125 -0.022 0.02
H -1.630542 -3.369787 0.677729 0.021 0.172 0.043 -0.05
H 2.133854 -2.852019 -0.554990 -0.117 0.057 -0.036 0.01
H 2.742791 -3.650772 0.912661 -0.058 -0.046 0.088 0.01
H 3.131987 -1.952624 0.603351 0.058 0.150 0.053 0.00
```
Forces are in eV/Å.

Output
maximum force = 1.089 eV/Å
E = -2091.7064 hartree
E_LUMO = -3.582 eV
multiplicity = 1
highest occupied orbital energy = -10.53 eV
HOMO-LUMO gap = 6.95 eV
charge = +1